Record 1
Formula: C28H44F12LiN10O8S4
Source: the Open Molecules 2025 dataset
Level of theory: wB97M-V/def2-TZVPD

The HOMO-LUMO gap is 3.309 eV. The calculation puts the HOMO energy at -0.36329 Eh. The value obtained for the total energy is -137153.1650 eV.

```
! wB97M-V def2-TZVPD RIJCOSX def2/J DEFGRID3
* xyz 3 1
Li 13.0025 -1.7089 17.5331
C 14.1319 -10.9680 6.1135
C 13.7680 -12.4573 5.7692
N 13.8754 -12.6565 4.3401
C 13.8504 -13.8530 3.6320
C 13.9077 -13.4852 2.3194
N 13.8584 -12.0421 2.0615
C 13.7957 -11.5398 3.3347
C 14.0508 -11.3960 0.7481
H 15.0511 -10.6632 5.6132
H 14.2566 -10.7724 7.1785
H 13.5204 -10.1282 5.7835
H 12.7192 -12.5201 6.0591
H 14.4006 -13.2183 6.2262
H 13.7166 -14.7431 4.2289
H 13.9584 -14.0828 1.4212
H 13.8499 -10.4709 3.4797
H 13.7533 -12.0201 -0.0946
H 15.1199 -11.2232 0.6244
H 13.5588 -10.4246 0.6985
C 21.6483 -11.1444 16.2604
C 22.9097 -11.4402 15.3223
N 22.8248 -12.8081 14.8049
C 21.7522 -13.2451 14.1045
C 22.0787 -14.4587 13.6057
N 23.2765 -14.8782 14.0337
C 23.8565 -13.7321 14.5734
C 23.7719 -16.2376 13.8035
H 20.6667 -11.0959 15.7891
H 21.9178 -10.2166 16.7650
H 21.4309 -11.7691 17.1267
H 23.8965 -11.3847 15.7818
H 23.0240 -10.8419 14.4184
H 20.8959 -12.5985 13.9821
H 21.5328 -15.1329 12.9625
H 24.8948 -13.6535 14.8601
H 24.4025 -16.6228 14.6048
H 24.2702 -16.2393 12.8340
H 22.9325 -16.9155 13.6486
C 24.5591 3.9572 22.3962
C 23.9970 2.8711 21.8223
N 23.5753 3.2426 20.4026
C 24.4795 3.6028 19.4066
C 23.6966 3.8001 18.2612
N 22.3773 3.6056 18.5017
C 22.3169 3.1048 19.7872
C 21.2671 3.8390 17.6031
H 23.9095 4.8316 22.4348
H 25.4681 4.3437 21.9353
H 24.7975 3.8384 23.4532
H 23.1348 2.4909 22.3700
H 24.7247 2.0621 21.7594
H 25.5289 3.5313 19.6518
H 23.9732 4.1842 17.2904
H 21.4387 2.7916 20.3323
H 20.4278 4.2037 18.1954
H 20.9952 2.8476 17.2407
H 21.4834 4.5433 16.7999
C 10.3722 5.8453 8.7871
C 11.4529 5.3412 7.8503
N 12.0426 3.9862 8.3526
C 13.3729 3.7493 8.6083
C 13.5234 2.4042 9.1165
N 12.2296 1.9318 9.2593
C 11.3500 2.8902 8.7884
C 11.9610 0.5738 9.7433
H 10.6575 6.1045 9.8066
H 9.5219 5.1633 8.7860
H 9.9316 6.7787 8.4368
H 12.2917 5.9856 7.5870
H 11.0664 5.0598 6.8708
H 14.0399 4.5341 8.2834
H 14.4276 1.8257 9.2354
H 10.2854 2.7649 8.9205
H 12.7870 0.0068 9.3138
H 10.9926 0.2382 9.3722
H 11.9759 0.6739 10.8286
C 17.6474 -4.1368 16.1345
F 18.4229 -4.7683 15.3578
F 17.1203 -4.8363 17.1603
F 18.2508 -2.9898 16.7369
S 16.1503 -3.5101 14.9651
O 15.8640 -2.1186 15.3255
O 16.4017 -3.7442 13.5589
N 14.7627 -4.4610 15.6444
S 14.8669 -5.8055 14.9172
O 14.0828 -5.9429 13.6818
O 16.1958 -6.4113 14.6692
C 13.9825 -6.9403 16.2630
F 12.6988 -6.6723 16.4119
F 14.0667 -8.1495 15.9565
F 14.5666 -6.5896 17.4068
C 15.0600 -16.5567 13.4282
F 14.0440 -16.6431 12.6205
F 16.0743 -17.0689 12.7815
F 15.3208 -15.2592 13.7099
S 14.8392 -17.5316 15.1224
O 15.8321 -17.1451 16.0781
O 13.4919 -17.2233 15.5640
N 14.9044 -19.1517 14.5061
S 16.3079 -19.6250 14.9436
O 17.3871 -18.9287 14.2066
O 16.4853 -19.7538 16.4101
C 16.3737 -21.4119 14.1939
F 16.0168 -22.3174 15.1240
F 15.5101 -21.6596 13.2649
F 17.6533 -21.7255 13.8486
*
```

Mulliken atomic charge list, values in e, 99 entries: Li 0.980; C -1.387; C -0.145; N 0.154; C -0.299; C -0.489; N 0.155; C -0.266; C -0.717; H 0.432; H 0.346; H 0.385; H 0.245; H 0.391; H 0.475; H 0.403; H 0.362; H 0.279; H 0.365; H 0.312; C -1.049; C -0.430; N 0.188; C -0.327; C -0.520; N 0.152; C -0.188; C -0.789; H 0.357; H 0.349; H 0.358; H 0.324; H 0.335; H 0.406; H 0.447; H 0.376; H 0.330; H 0.357; H 0.326; C -1.244; C -0.187; N 0.182; C -0.318; C -0.408; N 0.148; C -0.194; C -0.778; H 0.347; H 0.362; H 0.375; H 0.308; H 0.245; H 0.427; H 0.407; H 0.358; H 0.314; H 0.349; H 0.306; C -1.111; C -0.333; N 0.106; C -0.247; C -0.392; N 0.119; C -0.128; C -0.817; H 0.322; H 0.345; H 0.374; H 0.373; H 0.273; H 0.379; H 0.402; H 0.345; H 0.314; H 0.361; H 0.317; C 0.686; F -0.148; F -0.199; F -0.246; S 0.997; O -0.725; O -0.551; N -0.495; S 0.972; O -0.649; O -0.613; C 0.643; F -0.244; F -0.190; F -0.218; C 0.688; F -0.235; F -0.220; F -0.256; S 0.950; O -0.544; O -0.648

Record 2
Formula: C28H44F3OSi4
Source: the Open Molecules 2025 dataset
Level of theory: wB97M-V/def2-TZVPD

The HOMO-LUMO gap is 4.298 eV. The calculation puts the HOMO energy at -0.38453 Eh. The value obtained for the total energy is -71454.3121 eV.

```
! wB97M-V def2-TZVPD RIJCOSX def2/J DEFGRID3
* xyz 1 1
C 3.7228 3.5733 -0.5547
Si 2.3629 3.3584 0.7454
C 3.1563 3.4601 2.4516
C 1.2324 4.8574 0.5868
Si 1.1853 1.3244 0.4085
Si 0.6668 1.5977 -1.9032
C 2.1051 1.4729 -3.1035
C -0.4671 0.1295 -2.1576
C -0.2896 3.1225 -2.4433
Si 3.0799 -0.0530 0.6145
C 4.4605 -0.0004 -0.6755
C 3.8162 0.0450 2.3518
C 2.3561 -1.7756 0.4506
O -0.0725 0.4968 1.4777
C -1.4193 0.6629 1.4685
C -2.0841 1.4179 0.5316
C -3.4205 2.0105 0.8754
C -4.3268 1.0946 1.7146
C -3.6620 -0.2342 2.0369
C -2.2269 -0.0262 2.5436
H 4.3408 4.4264 -0.2345
H 4.3838 2.7067 -0.6541
H 3.3116 3.8106 -1.5446
H 3.4753 4.4995 2.6134
H 2.4352 3.2040 3.2377
H 4.0334 2.8151 2.5623
H 1.8301 5.7545 0.8099
H 0.8036 4.9746 -0.4152
H 0.4137 4.8129 1.3171
H 1.6639 1.4985 -4.1127
H 2.7970 2.3171 -3.0050
H 2.6508 0.5302 -2.9889
H -1.0880 0.2368 -3.0580
H 0.0681 -0.8260 -2.2259
H -1.1604 0.0540 -1.3157
H -0.5636 2.9883 -3.5068
H -1.2190 3.2657 -1.8715
H 0.2977 4.0523 -2.3882
H 5.1754 -0.7921 -0.3947
H 4.0948 -0.2309 -1.6850
H 5.0119 0.9451 -0.7078
H 4.2102 -0.9506 2.6065
H 4.6374 0.7688 2.4129
H 3.0568 0.3089 3.0997
H 3.1697 -2.5156 0.4131
H 1.7199 -2.0054 1.3143
H 1.7573 -1.8912 -0.4610
H -1.5085 1.9924 -0.2247
H -3.2473 2.9410 1.4524
H -3.9346 2.3406 -0.0436
H -4.6110 1.6225 2.6310
H -5.2760 0.9486 1.1880
H -4.2762 -0.7561 2.7927
H -3.6419 -0.8861 1.1477
H -1.7615 -0.9704 2.8339
H -2.2833 0.6314 3.4247
F -3.1716 -5.4215 -3.2250
C -3.1434 -4.1000 -2.8524
C -3.7414 -3.1604 -3.6922
C -3.7168 -1.8277 -3.2683
F -4.3120 -0.8746 -4.0621
C -3.1743 -1.4313 -2.0616
C -2.5443 -2.4149 -1.2369
C -1.8676 -2.0286 -0.0605
C -1.0847 -2.9830 0.7022
C -1.3467 -3.2844 2.0807
C -0.4933 -4.1402 2.7824
C 0.6123 -4.7508 2.1673
C 0.7837 -4.5392 0.7993
F 1.8966 -5.0814 0.1916
C -0.0637 -3.7308 0.0557
C -2.5670 -3.7789 -1.6413
H -4.2841 -3.4613 -4.5808
H -3.2223 -0.3893 -1.7358
H -1.7945 -0.9552 0.1453
H -2.2797 -2.9232 2.5300
H -0.6622 -4.3047 3.8483
H 1.3163 -5.3865 2.6969
H 0.0749 -3.6337 -1.0163
H -2.1570 -4.5549 -1.0059
*
```

Here is what Mulliken gives for the atomic charges, in e: C -0.677; Si 0.451; C -1.171; C -1.119; Si 0.545; Si 0.341; C -1.028; C -0.062; C -1.279; Si 0.443; C -1.221; C -1.331; C -0.804; O -0.730; C 0.374; C 1.076; C -0.871; C -1.153; C -0.122; C -1.028; H 0.403; H 0.001; H 0.242; H 0.418; H 0.315; H 0.319; H 0.407; H 0.280; H 0.297; H 0.390; H 0.260; H 0.234; H 0.544; H 0.351; H -1.103; H 0.418; H 0.362; H 0.305; H 0.409; H 0.321; H 0.369; H 0.419; H 0.339; H 0.353; H 0.544; H 0.135; H 0.014; H -0.970; H 0.372; H 0.367; H 0.353; H 0.343; H 0.477; H 0.060; H 0.363; H 0.611; F -0.295; C 0.251; C -0.787; C 0.351; F -0.299; C -0.731; C 1.133; C 1.108; C 0.245; C -0.556; C -0.881; C -0.512; C 0.103; F -0.365; C -0.637; C -0.911; H 0.526; H 0.708; H -0.314; H 0.721; H 0.434; H 0.510; H 0.550; H 0.698